Below is a cluster of 2 separate species, C6H9BO4 in total in a non-equilibrium geometry, with properties calculated with ωB97M-V/def2-TZVPD.

```
20
Properties=species:S:1:pos:R:3:forces:R:3
O 1.854 1.028 -0.024 1.182 1.080 -0.934
O -4.156 0.018 -0.390 -1.421 0.441 -0.495
O 0.512 -0.970 -0.015 -0.289 -0.197 0.394
O -0.958 1.446 0.217 2.975 -1.303 -0.177
C 1.112 -2.250 -0.111 -2.242 -1.487 -1.658
C -3.283 0.994 -0.541 4.667 1.847 1.341
C 1.972 2.445 0.300 -2.117 -2.736 3.809
C -2.052 0.715 0.147 -2.685 -1.486 -1.321
C -2.284 -0.637 0.672 0.140 1.540 -0.430
C -3.575 -0.916 0.315 1.221 -2.183 1.332
B 0.826 0.284 0.024 -4.008 0.566 0.241
H -3.462 1.953 -0.973 -0.904 0.027 -0.472
H -1.474 -1.169 1.178 -1.033 -0.178 -0.030
H 2.578 2.869 -0.394 1.785 1.398 -1.674
H 2.335 2.260 1.324 0.778 1.414 -0.429
H 0.822 -2.596 -1.187 0.716 0.205 2.030
H 0.653 -2.959 0.652 0.403 1.092 -0.997
H 2.162 -2.257 0.009 1.147 0.330 0.108
H -4.183 -1.772 0.496 -0.173 -0.442 0.107
H 0.993 2.885 0.468 -0.142 0.071 -0.745
```
Positions in Å, forces in eV/Å.

Output
LUMO energy	0.304	eV
highest occupied orbital energy	-6.84	eV
frontier orbital gap	7.1	eV
electronic energy	-15232.4389	eV
energy relative to the best compared isomer or geometry (same formula, charge and spin)	92.68	kJ/mol
spin multiplicity	1

natural (NBO) charges, unit e, in atom order: -0.74 -0.39 -0.74 -0.77 -0.23 -0.07 -0.23 0.26 -0.40 0.09 1.40 0.19 0.22 0.19 0.20 0.20 0.20 0.19 0.18 0.23

***

Below is a cluster of 2 separate species, C17H29N3O7 in total in a non-equilibrium geometry, with properties calculated with ωB97M-V/def2-TZVPD.

```
56
Properties=species:S:1:pos:R:3:forces:R:3
O -2.555 0.842 6.174 -0.147 -0.310 -0.312
O 1.012 1.653 -3.841 -0.137 -0.154 0.256
O 0.478 -0.786 -8.024 0.092 0.054 0.959
O -1.033 -1.271 -6.410 1.110 0.368 -0.906
O -2.459 1.034 -0.262 0.490 0.427 -0.337
O -1.607 3.064 0.247 -0.524 -0.967 -0.070
O -0.998 -1.758 3.099 -0.017 0.508 0.081
N 0.498 -0.496 -4.288 -0.840 -0.166 -0.104
N -1.009 -1.419 5.312 0.336 0.479 1.004
N -0.788 1.445 4.914 0.498 0.119 -0.539
C -1.600 1.583 5.981 -0.612 0.124 0.660
C 0.299 2.353 4.566 0.326 0.556 -0.019
C 1.956 -2.948 -5.447 0.383 0.272 -0.084
C 2.318 -1.467 -5.650 -0.275 -0.369 -0.243
C 0.082 -0.890 -6.735 -1.437 -0.570 1.522
C -1.317 2.668 7.005 0.206 -0.165 -0.336
C -0.684 2.057 -1.666 -0.137 -1.439 -0.410
C 3.196 -3.829 -5.602 -0.210 -0.068 0.115
C -1.634 2.083 -0.473 0.781 1.406 0.192
C -0.013 0.918 2.711 0.123 0.193 0.130
C 0.341 2.364 3.043 -0.197 -0.381 0.230
C -1.051 0.541 3.778 -0.442 -0.442 0.217
C -0.548 0.660 -2.320 0.002 -0.057 -0.079
C 1.102 -0.521 -5.635 0.572 0.191 -0.118
C 0.386 0.651 -3.528 0.522 0.811 -0.953
C -1.027 -0.980 4.049 0.066 -0.653 -0.608
C -0.946 -2.826 5.701 -0.128 0.282 -0.556
H 2.833 -1.354 -6.610 -0.033 -0.008 0.045
H 3.619 -3.727 -6.606 -0.001 -0.028 0.131
H 0.300 2.400 -1.331 -0.329 0.099 0.018
H -1.997 2.544 7.848 0.042 -0.097 -0.216
H 1.240 1.967 4.963 0.118 0.129 0.130
H -1.886 -3.318 5.442 0.083 -0.125 0.035
H -0.778 -2.912 6.775 -0.024 0.170 -0.136
H -0.170 -0.054 -1.583 -0.130 -0.077 -0.048
H -0.133 -3.320 5.166 -0.110 0.016 0.039
H -2.975 1.265 0.525 -0.049 -0.062 0.015
H 1.325 2.639 2.663 -0.149 0.156 -0.025
H -0.290 2.586 7.356 0.116 0.235 0.023
H -1.534 0.316 -2.648 0.077 -0.136 0.093
H -2.043 0.784 3.394 -0.233 -0.199 0.036
H -0.188 -1.222 -4.091 0.266 0.215 -0.257
H 1.530 -3.092 -4.449 -0.050 0.014 -0.100
H 1.209 -3.266 -6.181 -0.065 0.081 0.064
H 1.467 0.476 -5.902 -0.143 0.022 0.445
H 2.932 -4.878 -5.441 0.159 0.100 -0.036
H -1.485 3.644 6.555 0.148 0.153 0.064
H 0.125 3.367 4.928 0.049 -0.174 0.307
H 0.879 0.298 2.823 -0.112 -0.137 -0.124
H -0.413 0.814 1.704 0.086 -0.234 0.106
H 3.018 -1.157 -4.867 -0.159 0.089 -0.096
H -1.053 2.770 -2.408 0.058 0.021 0.192
H -0.428 3.035 2.660 0.130 0.076 -0.116
H -0.293 -1.053 -8.547 0.019 -0.017 -0.053
H -1.172 -0.731 6.034 -0.143 -0.257 -0.112
H 3.959 -3.547 -4.869 -0.024 -0.074 -0.113
```
Positions in Å, forces in eV/Å.

Output
LUMO energy	0.559	eV
highest occupied orbital energy	-9.16	eV
frontier orbital gap	9.7	eV
electronic energy	-36904.9452	eV
energy relative to the best compared isomer or geometry (same formula, charge and spin)	0.00	kJ/mol
spin multiplicity	1

natural (NBO) charges, unit e, in atom order: -0.65 -0.63 -0.67 -0.61 -0.67 -0.61 -0.65 -0.62 -0.60 -0.44 0.68 -0.21 -0.40 -0.39 0.79 -0.70 -0.50 -0.60 0.79 -0.38 -0.41 -0.12 -0.50 -0.15 0.69 0.67 -0.41 0.21 0.20 0.25 0.25 0.19 0.20 0.20 0.24 0.21 0.50 0.22 0.22 0.23 0.22 0.41 0.20 0.20 0.26 0.21 0.23 0.21 0.21 0.23 0.22 0.25 0.22 0.50 0.42 0.20

***

Below is the ion C4H4N with charge +1 in a non-equilibrium geometry, with properties calculated with ωB97M-V/def2-TZVPD.

```
9
Properties=species:S:1:pos:R:3:forces:R:3
N -1.774 -0.099 -0.015 3.079 2.321 0.104
C -0.281 -0.376 -0.058 2.113 -1.895 -0.296
C 2.303 0.308 0.092 1.045 0.161 -0.028
C -2.856 0.271 -0.021 1.256 -0.994 -0.041
C 1.053 0.087 -0.007 -6.851 -0.132 0.218
H 2.919 0.537 -0.764 -0.023 0.063 -0.270
H -3.897 0.478 -0.056 -0.534 0.224 0.038
H -0.285 -1.457 -0.212 0.014 0.273 0.042
H 2.819 0.250 1.040 -0.098 -0.022 0.235
```
Positions in Å, forces in eV/Å.

Output
LUMO energy	-5.156	eV
highest occupied orbital energy	-14.99	eV
frontier orbital gap	9.8	eV
electronic energy	-5690.7788	eV
net charge	+1
energy relative to the best compared isomer or geometry (same formula, charge and spin)	84.73	kJ/mol
spin multiplicity	1

natural (NBO) charges, unit e, in atom order: -0.17 -0.20 -0.39 0.44 0.20 0.28 0.30 0.26 0.28

***

Below is the molecule C10H9NO in a non-equilibrium geometry, with properties calculated with ωB97M-V/def2-TZVPD.

```
21
Properties=species:S:1:pos:R:3:forces:R:3
O 0.779 -2.152 0.956 0.298 -2.745 2.521
N 2.942 -0.786 -2.260 5.505 -6.846 3.615
C -1.762 -0.266 1.571 -1.626 -1.319 2.640
C 1.294 -0.508 -0.441 5.152 1.784 -6.537
C -2.694 0.737 1.457 0.639 0.563 0.212
C 0.629 -1.023 0.622 -4.604 0.139 0.634
C -0.671 -0.138 0.842 5.396 1.207 -2.987
C -2.538 1.788 0.585 -2.669 1.232 -3.988
C 0.658 0.827 -1.015 4.317 -0.450 1.109
C -0.441 0.968 -0.058 -3.045 1.532 -0.530
C 2.373 -1.234 -1.079 -4.326 2.787 2.366
C -1.471 1.919 -0.365 0.973 -0.772 3.305
H -3.572 2.242 0.226 2.260 0.029 1.465
H 2.740 0.077 -2.496 -1.309 5.368 -1.284
H -1.911 -1.112 2.292 0.244 0.853 -0.805
H 4.042 -0.903 -2.004 -3.177 0.532 -1.767
H 0.231 0.772 -1.973 -0.547 -0.799 -1.459
H -3.447 0.839 2.178 -1.477 -0.356 0.534
H 1.480 1.699 -1.237 -1.862 -1.639 1.365
H 2.639 -2.145 -0.516 0.426 0.414 -0.961
H -1.285 2.834 -1.006 -0.569 -1.515 0.551
```
Positions in Å, forces in eV/Å.

Output
LUMO energy	0.063	eV
highest occupied orbital energy	-8.44	eV
frontier orbital gap	8.5	eV
electronic energy	-14050.1311	eV
energy relative to the best compared isomer or geometry (same formula, charge and spin)	344.23	kJ/mol
spin multiplicity	1

natural (NBO) charges, unit e, in atom order: -0.57 -0.75 -0.18 -0.23 -0.23 0.51 -0.13 -0.19 -0.45 0.01 0.13 -0.21 0.21 0.37 0.23 0.38 0.22 0.21 0.21 0.24 0.23

***

Below is a structure of composition C34H25Cl2N2O5SiW, with properties calculated with ωB97M-V/def2-TZVPD.

```
70
Properties=species:S:1:pos:R:3:forces:R:3
W 0.336 1.649 -0.800 0.160 0.651 -0.357
Cl 5.774 1.702 4.172 0.005 0.002 0.028
Cl 0.511 3.626 -2.828 -0.233 -0.588 0.368
Si 0.102 -0.887 -0.836 -0.101 0.060 -0.082
O 0.194 2.081 -2.851 0.198 0.099 0.273
O 2.105 1.666 -0.339 -0.359 -0.086 -0.132
O -0.006 3.954 -1.490 0.018 -0.110 0.073
O -0.197 4.251 -3.856 -0.209 0.076 -0.190
O 1.906 3.765 -2.884 0.274 0.136 -0.171
N -1.804 1.781 -0.520 0.349 -0.042 -0.035
N 0.093 1.654 1.325 -0.080 -0.047 0.139
C 4.326 1.552 0.462 0.015 0.018 0.111
C 2.254 -2.761 -0.489 0.002 -0.024 -0.008
C -4.523 1.756 0.012 -0.047 0.012 -0.139
C 5.182 1.563 1.545 -0.013 0.000 -0.055
C -1.685 -2.754 -2.011 -0.021 -0.009 0.022
C -2.813 -2.534 -4.122 -0.004 -0.015 0.015
C -4.063 1.882 -1.270 -0.083 -0.002 0.038
C 4.333 -2.716 -1.695 -0.004 0.014 0.012
C -0.094 -1.815 3.226 -0.022 -0.006 0.018
C 4.678 1.684 2.841 -0.039 0.007 0.044
C -2.531 -3.271 -2.979 -0.014 0.000 -0.029
C 1.020 1.779 2.226 0.038 -0.022 -0.143
C -2.239 1.668 0.770 -0.099 0.051 0.085
C -2.232 -1.287 -4.294 -0.007 -0.001 -0.011
C 0.356 -1.523 1.946 0.060 0.018 -0.005
C 2.434 1.760 1.984 0.128 -0.019 -0.059
C 2.965 1.661 0.696 0.075 -0.064 0.123
C -1.447 -2.039 3.451 -0.003 -0.002 -0.016
C -3.039 1.321 3.391 -0.073 0.006 0.011
C -0.524 -1.441 0.862 0.039 -0.009 -0.091
C 3.919 -1.566 -2.354 0.020 -0.014 -0.002
C 3.323 1.783 3.069 0.028 -0.007 -0.053
C -1.384 -0.777 -3.320 0.029 0.078 -0.035
C 1.822 -1.599 -1.133 -0.094 -0.016 0.084
C -2.684 1.887 -1.502 0.018 -0.019 0.003
C 2.677 -1.017 -2.072 -0.009 0.059 -0.043
C -1.262 1.566 1.779 -0.116 -0.045 0.190
C -3.994 1.474 2.428 0.014 -0.020 0.063
C -1.102 -1.489 -2.154 0.046 -0.100 0.132
C -3.609 1.641 1.079 0.152 -0.047 0.018
C -2.339 -1.958 2.392 -0.014 0.000 0.031
C -1.882 -1.655 1.117 -0.040 -0.024 -0.040
C 3.497 -3.314 -0.764 0.020 -0.002 -0.006
C -1.669 1.356 3.073 0.075 0.044 -0.149
H -3.473 -2.937 -4.879 0.002 0.003 0.000
H 2.948 1.865 4.081 -0.006 0.000 0.003
H -3.395 -2.140 2.557 0.002 -0.003 0.006
H 2.371 -0.124 -2.610 -0.013 -0.015 0.007
H -1.476 -3.352 -1.131 0.013 0.016 0.006
H 0.729 1.880 3.263 -0.026 -0.006 0.025
H -5.585 1.739 0.222 -0.004 0.002 -0.013
H 4.558 -1.103 -3.095 0.006 -0.004 0.000
H -2.289 1.966 -2.505 0.002 0.002 -0.028
H 5.302 -3.148 -1.911 -0.003 0.001 -0.007
H -2.598 -1.605 0.303 0.015 0.009 -0.007
H -4.733 1.968 -2.112 -0.015 0.000 0.009
H -0.916 0.184 -3.501 0.006 -0.004 0.012
H 4.691 1.460 -0.551 -0.008 0.000 -0.003
H -2.966 -4.253 -2.846 -0.002 0.002 -0.005
H -2.428 -0.714 -5.192 -0.001 -0.009 -0.002
H 3.809 -4.216 -0.254 0.004 0.004 -0.003
H -0.961 1.187 3.871 0.000 0.004 -0.015
H -3.324 1.161 4.421 -0.024 0.000 -0.006
H 6.251 1.481 1.401 -0.001 -0.001 -0.017
H -1.799 -2.289 4.444 -0.003 -0.001 0.002
H 1.614 -3.251 0.235 -0.020 0.000 -0.003
H -5.047 1.450 2.677 0.002 0.001 0.003
H 1.420 -1.372 1.788 -0.008 0.009 -0.002
H 0.613 -1.894 4.042 0.000 -0.002 0.008
```
Positions in Å, forces in eV/Å.

Output
LUMO energy (alpha / beta)	-4.195 / -4.274	eV
highest occupied orbital energy (alpha / beta)	-10.93 / -10.87	eV
frontier orbital gap (alpha / beta)	6.7 / 6.6	eV
electronic energy	-83618.3033	eV
net charge	+1
energy relative to the best compared isomer or geometry (same formula, charge and spin)	34.18	kJ/mol
spin multiplicity	1

natural (NBO) charges, unit e, in atom order: 1.49 0.05 2.51 1.25 -0.82 -0.61 -0.81 -0.71 -0.73 -0.54 -0.51 -0.22 -0.21 -0.06 -0.16 -0.21 -0.19 -0.26 -0.20 -0.17 -0.05 -0.21 0.16 0.24 -0.20 -0.24 -0.11 0.31 -0.23 -0.19 -0.48 -0.20 -0.17 -0.24 -0.42 0.13 -0.23 0.08 -0.16 -0.42 -0.10 -0.21 -0.22 -0.21 -0.12 0.22 0.24 0.22 0.20 0.21 0.20 0.24 0.22 0.24 0.22 0.22 0.25 0.21 0.25 0.22 0.22 0.22 0.22 0.24 0.25 0.22 0.21 0.24 0.22 0.21

***

Below is a cluster of 3 separate species, C10H14Cl3F3O6P in total in a non-equilibrium geometry, with properties calculated with ωB97M-V/def2-TZVPD.

```
37
Properties=species:S:1:pos:R:3:forces:R:3
Cl 2.086 -3.082 -1.509 -0.040 -0.326 -0.446
Cl 2.813 -1.524 3.450 -0.075 0.046 0.073
Cl 0.300 0.897 0.962 -0.104 0.006 -0.310
P 2.077 -1.895 0.433 -0.489 0.413 0.802
F 4.371 -0.352 0.749 -0.014 0.000 0.198
F 4.751 -2.441 1.256 -0.038 0.016 0.025
F 4.660 -1.802 -0.803 -0.129 -0.005 0.127
O -1.875 -2.201 -0.718 -0.154 -0.162 0.138
O -1.949 -3.668 0.999 -0.061 -0.015 -0.036
O -2.445 -4.322 -1.103 0.017 0.031 0.022
O -1.275 4.006 1.669 -0.114 0.174 0.034
O -1.804 3.323 -0.412 -0.038 0.099 0.038
O -1.166 5.434 -0.080 -0.051 -0.050 0.002
C -1.407 4.232 0.515 0.158 -0.186 -0.044
C 4.058 -1.638 0.410 0.180 -0.115 -0.489
C -2.700 -3.619 -2.317 -0.030 -0.006 -0.092
C 1.144 0.988 3.536 0.149 -0.179 -0.148
C -1.891 -2.352 -2.135 0.248 0.081 -0.219
C -2.064 -3.418 -0.154 0.022 0.132 -0.030
C 1.232 0.212 2.257 0.409 -0.641 0.279
C -1.185 5.246 -1.495 0.048 0.045 -0.108
C -2.038 4.002 -1.644 -0.039 -0.019 -0.113
C 1.942 -0.908 2.060 -0.284 0.575 -0.324
H -1.745 3.374 -2.481 0.052 -0.099 0.102
H 2.111 1.440 3.736 0.153 0.191 0.121
H 0.930 0.319 4.362 -0.094 -0.109 0.199
H -3.103 4.234 -1.722 0.009 0.026 0.010
H 0.387 1.758 3.479 -0.123 0.123 -0.030
H -2.346 -1.480 -2.601 -0.037 0.055 0.157
H -0.861 -2.455 -2.484 0.019 -0.052 0.044
H -1.607 6.119 -1.986 -0.020 0.055 0.135
H -2.385 -4.214 -3.171 0.068 -0.088 0.095
H 0.650 -2.041 0.406 0.044 0.012 -0.060
H -0.163 5.093 -1.845 -0.006 -0.040 0.010
H 2.242 -3.133 1.139 0.234 0.095 -0.160
H -3.773 -3.421 -2.390 0.003 0.007 0.016
H 2.027 -0.710 -0.369 0.129 -0.091 -0.018
```
Positions in Å, forces in eV/Å.

Output
LUMO energy	2.228	eV
highest occupied orbital energy	-4.80	eV
frontier orbital gap	7.0	eV
electronic energy	-77891.2640	eV
net charge	-1
spin multiplicity	1

natural (NBO) charges, unit e, in atom order: -0.58 -0.05 -0.02 0.71 -0.37 -0.36 -0.36 -0.48 -0.57 -0.50 -0.55 -0.48 -0.50 0.97 0.69 -0.10 -0.66 -0.11 0.97 -0.07 -0.10 -0.10 -0.29 0.20 0.22 0.22 0.18 0.23 0.19 0.22 0.19 0.20 -0.12 0.19 -0.09 0.17 -0.10